No. 1
DFT (wB97M-V/def2-TZVPD) results for a molecular structure, C46H46Br2IN4O2PSn at a distorted geometry.

ORCA input file:
```
! RIJCOSX wB97M-V def2-TZVPD def2/J DEFGRID3
* xyz 0 1
Sn -0.377 0.327 1.315
Br -2.364 0.681 8.113
C -1.852 0.504 6.308
C -0.552 0.157 5.992
C -0.229 0.088 4.650
N -1.112 0.315 3.680
C -2.370 0.613 3.991
C -2.780 0.734 5.311
C -3.291 0.814 2.835
C -4.657 0.993 2.989
C -5.434 1.167 1.858
Br -7.295 1.390 2.035
C -4.856 1.169 0.604
C -3.487 0.981 0.539
N -2.731 0.801 1.623
H 0.184 -0.037 6.757
H 0.784 -0.142 4.332
H -3.792 1.010 5.568
H -5.118 0.978 3.965
H -5.446 1.296 -0.293
H -2.959 0.952 -0.412
C 3.855 -3.143 2.589
C 2.808 -2.163 2.051
C 3.133 -1.648 0.649
C 3.229 -2.572 -0.327
C 3.018 -1.101 -2.398
C 3.785 0.082 -1.925
C 3.879 0.516 -0.659
C 4.424 1.922 -0.454
C 3.325 2.983 -0.610
C 3.320 -0.196 0.504
N 2.921 0.517 1.528
C 3.282 1.458 2.335
C 2.396 2.304 3.026
C 2.756 3.341 3.924
C 1.569 3.899 4.357
C 0.545 3.163 3.708
N 1.022 2.213 2.911
H 3.594 -3.457 3.603
H 4.848 -2.684 2.615
H 3.918 -4.041 1.971
H 2.727 -1.330 2.746
H 1.835 -2.659 2.026
H 3.034 -3.597 -0.026
H 3.180 -1.207 -3.471
H 4.247 0.703 -2.689
H 5.195 2.091 -1.205
H 4.909 2.034 0.513
H 2.862 2.890 -1.594
H 3.735 3.992 -0.515
H 2.543 2.861 0.142
H 4.342 1.575 2.566
H 3.765 3.639 4.184
H 1.438 4.725 5.042
H -0.529 3.293 3.841
I -0.676 -3.568 0.740
C -1.170 -1.833 1.908
H -0.851 -2.114 2.912
H -2.265 -1.826 1.913
C -0.233 3.762 -1.543
C -1.453 3.853 -0.653
O -1.129 3.213 0.586
H -0.462 4.096 -2.557
H 0.108 2.724 -1.580
H 0.574 4.374 -1.137
H -2.303 3.347 -1.126
H -1.735 4.894 -0.483
H -1.658 3.579 1.303
O -1.155 -0.121 -1.139
P -1.030 -1.068 -2.306
C -2.400 -2.250 -2.351
C -2.612 -3.164 -3.380
C -3.654 -4.076 -3.297
C -4.501 -4.075 -2.197
C -4.316 -3.146 -1.182
C -3.268 -2.241 -1.259
C 0.599 -1.829 -2.415
C 0.739 -3.169 -2.822
C 1.950 -3.912 -2.987
C 3.214 -3.632 -2.583
C 3.584 -2.432 -1.773
C 1.558 -0.877 -2.151
C -1.164 -0.110 -3.844
C -1.566 1.219 -3.770
C -1.598 2.005 -4.916
C -1.227 1.463 -6.138
C -0.821 0.136 -6.216
C -0.784 -0.648 -5.072
H -1.970 -3.170 -4.252
H -3.803 -4.795 -4.093
H -5.302 -4.801 -2.129
H -4.973 -3.139 -0.320
H -3.088 -1.533 -0.459
H -0.174 -3.720 -3.015
H 1.825 -4.867 -3.495
H 4.014 -4.309 -2.862
H 4.680 -2.342 -1.798
H 1.255 0.102 -1.796
H -1.836 1.633 -2.805
H -1.903 3.043 -4.853
H -1.246 2.078 -7.031
H -0.517 -0.282 -7.168
H -0.432 -1.673 -5.124
*
```

Values from the calculation:
Maximum force = 1.08 eV/A
LUMO energy = -1.06 eV
Orbital gap = 0.151 Eh
HOMO energy = -5.166 eV


No. 2
DFT (wB97M-V/def2-TZVPD) results for a molecular structure, C18H18F5N3OPtSbTe.

ORCA input file:
```
! RIJCOSX wB97M-V def2-TZVPD def2/J DEFGRID3
* xyz 1 1
Pt 0.002 0.012 0.469
C -0.003 2.696 2.207
C -0.006 2.995 0.743
C -0.009 4.294 0.250
C -0.011 4.523 -1.113
C -0.011 3.439 -1.982
C -0.008 2.166 -1.449
N -0.005 1.962 -0.118
Sb -0.006 0.327 -2.573
C 1.804 -0.323 -1.505
C 2.846 -0.813 -2.259
C 4.028 -1.188 -1.622
C 4.127 -1.069 -0.253
C 3.043 -0.589 0.481
C 3.065 -0.473 1.970
N 1.931 -0.210 -0.155
C -1.808 -0.330 -1.497
C -2.854 -0.817 -2.246
C -4.033 -1.194 -1.604
C -4.124 -1.080 -0.234
C -3.036 -0.604 0.496
C -3.049 -0.495 1.986
N -1.928 -0.222 -0.145
H -0.007 3.616 2.786
H 0.879 2.113 2.476
H -0.878 2.103 2.478
H -0.009 5.116 0.951
H -0.014 5.534 -1.497
H -0.013 3.580 -3.054
H 2.740 -0.917 -3.331
H 4.855 -1.582 -2.198
H 5.024 -1.365 0.271
H 3.888 -1.047 2.390
H 2.127 -0.838 2.387
H 3.196 0.572 2.261
H -2.754 -0.918 -3.319
H -4.863 -1.585 -2.176
H -5.018 -1.378 0.294
H -3.862 -1.080 2.408
H -3.188 0.548 2.282
H -2.104 -0.852 2.394
F 1.865 -3.564 0.295
Te 0.007 -3.473 0.370
F -1.854 -3.541 0.308
F 0.008 -4.377 1.976
F -0.008 -5.103 -0.483
F 0.005 -2.707 -1.350
O 0.019 -1.860 1.232
*
```

Values from the calculation:
Maximum force = 0.35 eV/A
LUMO energy = -3.23 eV
Orbital gap = 0.316 Eh
HOMO energy = -11.820 eV


No. 3
DFT (wB97M-V/def2-TZVPD) results for 2 unconnected molecules or ions with the total composition C17H37BrFN2O5S at a distorted geometry.

ORCA input file:
```
! RIJCOSX wB97M-V def2-TZVPD def2/J DEFGRID3
* xyz 1 1
C 1.841 -0.339 -3.014
C 0.418 -0.912 -3.222
C 0.369 -2.489 -3.102
Br 0.115 -3.183 -4.905
N -0.737 -2.831 -2.166
C -1.262 -4.225 -2.324
C -2.623 -4.167 -3.097
C -3.876 -4.185 -2.158
C -4.757 -2.950 -2.476
O -4.355 -1.837 -1.659
C -4.721 -0.643 -2.185
C -3.718 0.488 -1.937
O -5.724 -0.453 -2.769
S -0.229 -2.754 -0.560
O -1.322 -2.745 0.331
O 0.736 -3.748 -0.257
F 0.525 -1.349 -0.332
H 2.184 -0.600 -2.002
H 1.774 0.754 -3.115
H 2.495 -0.776 -3.783
H -0.322 -0.505 -2.512
H 0.034 -0.631 -4.215
H 1.354 -2.775 -2.694
H -0.547 -4.934 -2.758
H -1.521 -4.628 -1.332
H -2.618 -3.181 -3.594
H -2.659 -4.900 -3.916
H -3.513 -4.052 -1.126
H -4.444 -5.112 -2.295
H -5.810 -3.210 -2.284
H -4.670 -2.679 -3.539
H -4.235 1.456 -1.901
H -3.229 0.318 -0.964
H -2.983 0.538 -2.754
C 0.883 4.580 2.154
C 1.931 3.833 2.955
N 1.438 2.552 3.603
C 0.294 2.901 4.527
C 2.515 1.987 4.518
C 3.802 1.520 3.860
C 0.883 1.525 2.619
C 1.752 1.111 1.443
O 2.033 2.208 0.598
C 3.208 2.017 -0.185
H 0.089 4.975 2.787
H 1.353 5.434 1.667
H 0.431 3.970 1.375
H 2.285 4.468 3.770
H 2.790 3.592 2.339
H 0.627 3.679 5.210
H 0.017 2.005 5.079
H -0.552 3.240 3.937
H 2.063 1.161 5.067
H 2.743 2.782 5.229
H 3.710 0.501 3.490
H 4.591 1.488 4.612
H 4.148 2.167 3.056
H -0.042 1.953 2.235
H 0.633 0.646 3.215
H 1.187 0.375 0.865
H 2.667 0.616 1.765
H 3.382 0.964 -0.415
H 4.072 2.421 0.353
H 3.093 2.568 -1.116
*
```

Values from the calculation:
Maximum force = 2.39 eV/A
LUMO energy = -2.35 eV
Orbital gap = 0.355 Eh
HOMO energy = -12.004 eV


No. 4
DFT (wB97M-V/def2-TZVPD) results for 15 unconnected molecules or ions with the total composition C33H89B3ClNO17S14 at a distorted geometry.

ORCA input file:
```
! RIJCOSX wB97M-V def2-TZVPD def2/J DEFGRID3
* xyz 0 1
Cl -0.616 0.283 5.612
B -0.650 1.382 4.151
O 0.286 1.216 3.050
B -0.386 1.339 1.774
O -1.536 2.212 1.537
B -2.319 2.060 2.756
C -3.808 1.458 2.799
C -4.459 0.648 1.615
C -5.882 0.129 1.863
N -6.731 0.247 2.989
C -6.208 0.998 4.074
C -4.792 1.583 4.006
O -1.623 2.456 3.989
H 0.050 0.725 0.849
H -3.877 0.488 0.638
H -6.326 -0.473 0.986
H -6.853 1.154 5.007
H -4.424 2.173 4.920
C -3.332 -0.612 -3.437
S -3.994 0.242 -1.992
O -4.442 -0.805 -1.020
C -5.469 0.883 -2.813
H -2.416 -1.124 -3.145
H -4.056 -1.343 -3.803
H -3.107 0.117 -4.218
H -6.058 0.058 -3.217
H -5.172 1.562 -3.614
H -6.063 1.429 -2.079
C -2.007 -2.915 6.651
S -3.160 -2.542 5.312
O -4.096 -1.488 5.806
C -4.036 -4.120 5.383
H -1.373 -2.043 6.814
H -2.559 -3.139 7.565
H -1.385 -3.766 6.369
H -4.458 -4.267 6.379
H -3.345 -4.930 5.144
H -4.840 -4.101 4.646
C -3.027 -3.883 11.185
S -2.456 -5.196 10.086
O -3.575 -5.511 9.143
C -2.428 -6.490 11.343
H -3.155 -2.973 10.598
H -3.982 -4.163 11.633
H -2.283 -3.712 11.962
H -3.421 -6.606 11.782
H -1.704 -6.231 12.116
H -2.131 -7.427 10.869
C 3.812 4.013 -0.783
S 3.243 2.331 -0.459
O 1.771 2.297 -0.721
C 3.474 2.400 1.329
H 3.719 4.207 -1.853
H 3.201 4.727 -0.230
H 4.859 4.107 -0.488
H 2.883 3.216 1.749
H 4.532 2.548 1.553
H 3.143 1.453 1.757
C 1.623 -6.132 11.897
S 1.100 -4.752 12.936
O -0.308 -4.416 12.558
C 2.174 -3.522 12.166
H 1.047 -7.014 12.178
H 1.440 -5.897 10.847
H 2.685 -6.326 12.059
H 1.955 -3.453 11.099
H 3.217 -3.804 12.319
H 1.987 -2.556 12.638
C 5.622 -1.130 2.374
S 6.932 -0.534 1.284
O 6.582 0.866 0.886
C 6.520 -1.609 -0.105
H 5.663 -0.563 3.305
H 4.649 -0.983 1.902
H 5.780 -2.188 2.588
H 5.490 -1.431 -0.420
H 6.646 -2.652 0.191
H 7.195 -1.383 -0.930
C 0.837 4.746 -3.230
S 2.138 5.351 -4.326
O 1.785 6.753 -4.712
C 1.717 4.283 -5.718
H 0.884 5.306 -2.296
H -0.139 4.894 -3.695
H 0.999 3.686 -3.024
H 0.685 4.461 -6.025
H 1.848 3.239 -5.429
H 2.386 4.514 -6.547
C 1.928 9.973 -5.037
S 3.062 10.722 -3.849
O 2.612 12.130 -3.626
C 4.482 10.777 -4.963
H 0.949 9.876 -4.567
H 1.844 10.608 -5.921
H 2.295 8.984 -5.317
H 4.236 11.360 -5.852
H 4.763 9.761 -5.245
H 5.314 11.250 -4.439
C 1.886 0.104 -9.319
S 2.472 1.795 -9.075
O 2.572 2.025 -7.601
C 0.959 2.598 -9.646
H 2.665 -0.583 -8.988
H 0.980 -0.064 -8.734
H 1.685 -0.061 -10.379
H 0.112 2.271 -9.039
H 0.789 2.349 -10.695
H 1.082 3.677 -9.546
C 6.482 -0.387 -5.071
S 6.113 -0.572 -3.313
O 5.097 -1.663 -3.182
C 5.245 0.998 -3.136
H 6.999 -1.284 -5.412
H 5.556 -0.265 -5.635
H 7.128 0.480 -5.217
H 4.395 1.035 -3.821
H 5.932 1.820 -3.345
H 4.887 1.080 -2.108
C -2.170 -9.934 9.044
S -2.757 -10.722 10.559
O -1.713 -10.513 11.607
C -2.591 -12.417 9.960
H -2.153 -8.855 9.199
H -1.163 -10.284 8.809
H -2.851 -10.170 8.224
H -1.557 -12.609 9.667
H -3.258 -12.570 9.109
H -2.872 -13.097 10.765
C 0.721 -4.330 -5.150
S 0.130 -2.962 -4.131
O -1.272 -2.656 -4.559
C 1.205 -1.709 -4.862
H 0.154 -5.225 -4.889
H 0.570 -4.100 -6.206
H 1.779 -4.502 -4.950
H 1.023 -1.645 -5.937
H 2.248 -1.969 -4.672
H 0.981 -0.748 -4.398
C -5.812 -5.020 -6.442
S -4.736 -4.267 -5.203
O -5.213 -2.867 -4.989
C -3.271 -4.185 -6.255
H -6.808 -5.133 -6.012
H -5.868 -4.381 -7.325
H -5.422 -6.003 -6.714
H -3.489 -3.598 -7.150
H -2.966 -5.195 -6.534
H -2.465 -3.705 -5.692
C -0.722 12.389 -8.446
S -0.150 11.070 -9.538
O -1.272 10.739 -10.468
C -0.103 9.788 -8.268
H -0.860 13.293 -9.040
H -1.671 12.107 -7.988
H 0.028 12.574 -7.675
H -1.092 9.671 -7.820
H 0.625 10.060 -7.503
H 0.196 8.849 -8.734
*
```

Values from the calculation:
Maximum force = 5.17 eV/A
LUMO energy = 0.02 eV
Orbital gap = 0.301 Eh
HOMO energy = -8.168 eV


No. 5
DFT (wB97M-V/def2-TZVPD) results for a gas-phase ion, C4H4BrO3S2 (charge -1) at a distorted geometry.

ORCA input file:
```
! RIJCOSX wB97M-V def2-TZVPD def2/J DEFGRID3
* xyz -1 1
C 0.617 -0.290 0.007
C 0.287 -1.532 -0.110
C -0.453 0.622 -0.590
C -1.347 -0.255 -1.497
O 1.021 -0.599 -2.855
O -0.997 -1.287 -3.988
O -0.536 1.122 -3.657
S -1.126 -2.041 -1.000
S -0.335 -0.247 -3.244
Br -3.152 0.250 -1.888
H 1.496 0.100 0.320
H 0.821 -2.418 0.142
H -1.099 1.152 0.058
H -0.051 1.433 -1.132
*
```

Values from the calculation:
SMILES = O=S(=O)([O-])[C@]1(Br)CC=CS1
Maximum force = 3.87 eV/A
LUMO energy = 3.18 eV
Orbital gap = 0.276 Eh
HOMO energy = -4.329 eV


Q: Among the records above, which one has the highest maximum force?
A: C33H89B3ClNO17S14